No. 1
Computed, not measured: C33H67N3O13P3Ti as an isolated structure at a distorted geometry, with the ωB97M-V functional and the def2-TZVPD basis.

Properties
gap between HOMO and LUMO (spin up / spin down) = 6.67 / 7.10 eV
⟨S²⟩ = 3.751
spin multiplicity = 4
E = -4313.6104 hartree

Last column: Löwdin charge in e.
Element x y z (Å)
Ti: -1.06774 2.25016 4.38691  0.797
P: -0.32430 -6.04797 0.84883  0.411
P: -0.24760 1.96601 -6.03417  0.440
P: 2.33089 1.73438 3.74309  0.435
O: -1.07495 0.97675 -5.08533  -0.203
O: 3.09059 0.62825 2.93209  -0.160
O: 1.88600 2.86766 2.68627  -0.209
O: -0.71765 -5.01554 -0.30901  -0.193
O: -0.34365 -7.45592 0.42382  -0.222
O: -2.49883 1.44903 2.47669  -0.381
O: 1.12377 -5.53742 1.27409  -0.177
O: 3.58384 2.39916 4.51824  -0.188
O: 1.32372 1.55315 -5.93016  -0.223
O: -0.80856 1.96575 -7.39031  -0.222
O: -0.21335 3.40506 -5.28088  -0.187
O: 1.25747 1.22020 4.63713  -0.329
O: -1.40037 -5.67480 1.99081  -0.181
N: -3.61223 3.37749 -0.44032  0.021
N: -5.47428 0.69174 2.07983  0.017
N: 4.82937 -0.34564 -2.42266  0.026
C: 2.86289 3.42913 1.78424  -0.262
C: -1.35214 -0.61842 -3.46396  -0.061
C: -4.00901 3.79090 -1.69087  -0.153
C: 2.28699 -1.77367 3.17468  -0.058
C: 3.21173 4.61784 5.44311  -0.064
C: -4.57332 5.01147 -1.55398  -0.132
C: -0.77556 0.79638 -3.67375  -0.219
C: 1.61822 -5.71197 2.60320  -0.272
C: -4.47754 5.45128 -0.20016  -0.089
C: -1.90743 0.51677 1.65443  -0.630
C: 4.96613 -1.50107 -1.66652  -0.118
C: 2.88927 -0.75396 -1.44097  -0.147
C: 3.34181 3.14182 5.72989  -0.241
C: -1.15493 -0.52290 2.49347  -0.094
C: 3.53937 0.11113 -2.25748  -0.140
C: 0.19831 -4.69357 -1.38431  -0.233
C: 2.39317 -0.49907 2.32522  -0.228
C: 0.85805 5.10483 -4.02608  -0.061
C: 3.79713 -1.74124 -1.01373  -0.126
C: 2.97967 2.70431 0.47636  -0.072
C: 1.52002 -0.78200 -6.19329  -0.080
C: 0.41835 3.65521 -3.99860  -0.280
C: 1.85954 0.52777 -6.80664  -0.253
C: 0.84122 -3.33098 -1.37039  -0.073
C: -6.12955 0.78184 0.88798  -0.126
C: -7.27197 -0.56332 2.26241  -0.145
C: -1.72679 -4.33330 2.34383  -0.272
C: -3.06173 -3.98458 1.65852  -0.050
C: -7.26495 -0.02249 0.97607  -0.115
C: 2.40268 -6.99357 2.67278  -0.084
C: -1.03122 1.00172 0.45135  -0.035
C: -3.96102 4.35635 0.44557  -0.151
C: -6.24254 -0.00020 2.95878  -0.155
H: 5.96377 -1.89939 -1.56788  0.108
H: -4.87110 6.29638 0.33726  0.088
H: -2.43225 -0.63776 -3.62684  0.083
H: -0.95373 -1.46985 -4.00868  0.076
H: 4.11580 5.18377 5.21251  0.082
H: 3.29106 -1.94166 3.56952  0.087
H: 1.80469 -7.90374 2.67565  0.082
H: -6.04008 -0.12907 4.01081  0.102
H: -1.17538 1.61298 -3.08317  0.097
H: -3.35399 -2.98214 1.98445  0.067
H: -5.01020 5.58878 -2.35602  0.091
H: 2.57923 4.82466 4.57485  0.070
H: -0.49045 -1.28732 2.06544  0.056
H: -0.92806 -3.68373 1.97011  0.089
H: -0.36735 3.47642 -3.26704  0.102
H: 3.44588 1.73231 0.65507  0.067
H: 2.17784 -1.51751 -6.67450  0.085
H: -0.02878 5.67509 -4.30804  0.085
H: 1.87623 -0.65428 -1.08091  0.085
H: 2.73133 5.18788 6.24161  0.081
H: 3.11303 0.88289 -2.87994  0.103
H: -0.42058 0.15579 0.12292  0.055
H: -3.82406 -4.62922 2.09513  0.081
H: 2.05079 -2.64339 2.56187  0.060
H: 2.23772 -4.90021 2.98683  0.103
H: 1.37714 5.37122 -3.11189  0.079
H: 1.55363 -3.24312 -2.19081  0.085
H: 1.30542 3.03590 -3.85799  0.105
H: -0.31867 1.64950 0.97402  0.067
H: 2.46666 4.42087 1.55131  0.123
H: -0.45503 -4.72489 -2.25710  0.123
H: -5.65312 1.40138 0.14393  0.092
H: -4.48894 0.87003 2.23066  0.093
H: -1.76270 -1.08422 3.20398  0.081
H: -3.09512 2.56861 -0.14855  0.096
H: 3.51180 -2.56898 -0.38622  0.089
H: 1.65177 -0.84233 -5.11445  0.071
H: 2.92167 0.73981 -6.93989  0.118
H: 1.43676 5.16316 -4.95152  0.085
H: 0.50050 -1.09951 -6.41727  0.084
H: -1.59231 1.38338 -0.39469  0.047
H: 0.89569 -5.53127 -1.40760  0.117
H: -3.87732 3.21936 -2.59508  0.102
H: 1.54531 -1.69090 3.96885  0.078
H: 0.31467 0.72020 -3.65653  0.096
H: 5.50130 0.08519 -3.02854  0.142
H: 1.41828 -0.38644 1.85660  0.089
H: -2.69262 -0.12852 1.21773  0.116
H: 3.28092 -7.13934 2.04247  0.082
H: -3.67912 4.13949 1.46480  0.104
H: 2.05662 2.56655 -0.08397  0.079
H: -1.33756 -0.88882 -2.39992  0.054
H: 2.90226 -7.00012 3.65314  0.080
H: -7.86130 -1.40341 2.59873  0.090
H: 1.42019 0.70241 -7.79300  0.115
H: 3.84361 3.62755 2.21701  0.123
H: -0.36945 -0.01059 3.07757  0.024
H: 0.11416 -2.54406 -1.58425  0.057
H: 1.31306 -3.07187 -0.42260  0.058
H: 3.22409 -0.74191 1.66314  0.108
H: 0.84506 -5.81445 3.37019  0.119
H: -7.98085 -0.28611 0.21412  0.085
H: 2.47014 2.64802 6.16762  0.102
H: -1.76026 -4.11750 3.41201  0.120
H: 4.17543 2.86878 6.37864  0.124
H: -2.99187 -4.01666 0.57649  0.073
H: 3.69178 3.23598 -0.15827  0.088

No. 2
Computed, not measured: C36H62O47S8 as an isolated structure at a distorted geometry, with the ωB97M-V functional and the def2-TZVPD basis.

Properties
gap between HOMO and LUMO = 10.90 eV
E = -8130.6117 hartree

Last column: Löwdin charge in e.
Element x y z (Å)
S: -14.14661 -1.72781 22.96926  0.617
S: -15.01727 -12.72210 21.50214  0.587
S: -18.33493 -1.39067 20.12757  0.639
S: -10.58496 -9.74685 15.25073  0.639
S: -10.08634 -5.37739 21.21213  0.608
S: -19.60471 -6.25782 17.74784  0.584
S: -16.29437 -6.73428 14.88870  0.555
S: -11.88758 -10.22246 24.43662  0.529
O: -13.14150 -7.51705 21.13159  0.100
O: -10.74054 -5.57183 19.98301  -0.232
O: -19.29791 -1.02158 19.09575  -0.254
O: -15.97341 -13.78824 22.17258  -0.155
O: -17.32083 -0.42447 20.50049  -0.244
O: -13.72482 -12.99705 21.92758  -0.198
O: -15.58935 -11.42229 22.36914  -0.200
O: -19.39854 -4.80283 18.23209  -0.196
O: -13.47334 -0.60324 22.03231  -0.163
O: -11.95070 -9.65821 14.35794  -0.212
O: -9.36348 -6.62307 21.88152  -0.203
O: -10.27013 -4.46146 13.85636  0.104
O: -16.66748 -10.76027 17.84452  0.067
O: -15.28984 -12.56647 20.13258  -0.184
O: -12.45123 -10.06639 23.14272  -0.209
O: -9.66082 -8.74587 14.91722  -0.207
O: -14.91284 -6.30909 20.58782  0.075
O: -13.14135 -2.55808 23.50072  -0.203
O: -11.40859 -9.23946 16.60404  -0.211
O: -18.32994 -6.95548 17.68538  -0.243
O: -15.06557 -1.07908 23.85251  -0.217
O: -14.90459 -11.42614 16.57570  0.137
O: -11.12464 -11.59786 24.58791  -0.176
O: -19.96700 -11.54117 21.67653  0.123
O: -10.25350 -11.10603 15.38920  -0.196
O: -15.79893 -7.88336 15.53935  -0.206
O: -19.52743 -9.56049 22.64370  0.079
O: -18.05098 -5.91477 23.93148  0.109
O: -11.27213 -5.31830 22.33180  -0.208
O: -12.20453 -5.28654 14.63471  0.044
O: -16.45590 -4.49341 24.62311  0.079
O: -20.89224 -9.60316 20.96545  0.061
O: -19.11525 -1.91633 21.38701  -0.193
O: -11.00559 -9.24385 24.89942  -0.211
O: -12.22280 -3.45045 13.32979  0.128
O: -12.98785 -10.45677 25.54100  -0.186
O: -14.24412 -6.34343 22.66127  0.139
O: -20.70654 -6.80008 18.49954  -0.234
O: -16.47127 -6.54540 25.34018  0.097
O: -17.61191 -6.71663 14.41952  -0.191
O: -16.68877 -12.75331 16.95645  0.089
O: -20.01511 -5.90535 16.27446  -0.181
O: -9.13086 -4.30666 21.33028  -0.236
O: -15.24700 -6.36116 13.79225  -0.156
O: -17.61496 -2.82468 19.74918  -0.242
O: -15.94750 -5.40671 15.74577  -0.233
O: -14.89963 -2.45507 21.74226  -0.198
C: -18.15481 -2.76662 22.15243  -0.099
C: -12.70300 -9.77638 16.63432  -0.205
C: -17.92736 -11.37645 18.35584  -0.240
C: -19.20529 -10.66347 17.80655  0.010
C: -13.87282 -0.76801 20.68339  -0.184
C: -17.72129 -12.82024 17.94238  -0.092
C: -11.23188 -6.22790 15.05052  -0.068
C: -14.08057 -6.95152 25.77100  -0.022
C: -12.99100 -11.89829 25.92605  -0.132
C: -11.60160 -4.35729 13.83444  -0.532
C: -12.18667 -12.62097 24.90912  -0.116
C: -14.34271 -9.27626 20.07704  0.005
C: -14.43125 -6.84133 19.37780  -0.093
C: -15.11617 -4.64368 25.14143  -0.055
C: -17.05583 -5.64804 24.58147  -0.622
C: -18.87186 -3.99600 17.14785  -0.126
C: -14.07836 -6.72875 21.55107  -0.623
C: -15.23642 -4.98052 13.55281  -0.185
C: -20.80703 -8.19220 21.28766  -0.041
C: -19.67972 -4.50394 15.97574  -0.108
C: -9.88009 -5.48015 14.76718  -0.319
C: -15.97884 -11.64040 17.07733  -0.541
C: -17.21638 -13.14607 22.19157  -0.202
C: -16.97552 -11.70801 22.73749  -0.104
C: -15.22534 -5.96611 25.94170  -0.228
C: -13.59860 -8.04450 19.79350  -0.236
C: -11.07407 -6.26951 23.36403  -0.174
C: -19.56676 -8.21214 22.23999  -0.305
C: -8.99952 -4.91672 15.84580  -0.009
C: -10.20427 -7.39416 22.78785  -0.123
C: -17.72996 -3.72387 21.02917  -0.053
C: -20.11309 -10.34342 21.76878  -0.592
C: -14.18272 -2.18113 20.56361  -0.205
C: -18.34111 -7.85538 21.44601  -0.004
C: -13.00912 -10.23676 15.19403  -0.148
C: -15.35485 -4.32251 14.93823  -0.100
H: -15.47318 -5.76778 26.98975  0.150
H: -15.96830 -4.50254 12.87119  0.146
H: -13.04535 -0.54049 20.01429  0.146
H: -17.91544 -13.60789 22.81139  0.111
H: -17.91556 -11.36839 19.42644  0.117
H: -19.16586 -9.60017 17.91224  0.049
H: -18.45010 -4.46778 20.78070  0.097
H: -11.23571 -6.38844 16.08472  0.113
H: -15.27653 -7.10356 18.75851  0.134
H: -13.28999 -2.79870 20.56869  0.139
H: -13.16200 -6.47045 26.02491  0.077
H: -12.98038 -11.32566 15.05312  0.128
H: -13.68044 -9.92093 20.65504  0.094
H: -16.73043 -4.16967 21.20447  0.123
H: -20.09733 -11.05309 18.34764  0.095
H: -8.20220 -4.33655 15.45218  0.068
H: -9.64218 -4.19654 16.46257  0.116
H: -14.77104 -2.38400 19.69081  0.135
H: -10.79508 -8.04664 22.16814  0.105
H: -14.30941 -4.60917 13.21655  0.086
H: -12.82018 -12.72048 24.01911  0.095
H: -16.14606 -3.55389 14.87466  0.130
H: -12.71525 -8.06905 19.18008  0.145
H: -14.80121 -0.17685 20.49565  0.139
H: -18.32489 -6.77630 21.39420  0.065
H: -14.51335 -4.82974 24.27906  0.091
H: -21.68493 -7.90585 21.93861  0.151
H: -14.02514 -12.33620 25.98351  0.154
H: -17.38049 -2.16847 22.60603  0.105
H: -14.81064 -3.79391 25.76575  0.148
H: -19.71141 -7.71277 23.18322  0.141
H: -9.30701 -6.18509 14.20855  0.128
H: -10.67898 -5.73534 24.26396  0.149
H: -20.63762 -4.02256 15.73399  0.141
H: -15.15881 -8.98849 20.71104  0.092
H: -14.39091 -4.00681 15.34322  0.124
H: -14.69006 -9.75711 19.17111  0.085
H: -12.52165 -11.93738 26.87918  0.118
H: -17.00378 -11.71858 23.81385  0.130
H: -11.45115 -7.12561 14.47565  0.117
H: -18.56918 -13.31326 17.45458  0.141
H: -12.76773 -10.60666 17.32089  0.117
H: -11.84464 -13.63578 25.23226  0.159
H: -18.50874 -8.28140 20.39328  0.119
H: -18.94836 -2.95671 17.45933  0.118
H: -17.73635 -13.25445 21.16238  0.142
H: -17.42225 -8.12038 21.98194  0.092
H: -13.32290 -8.96789 17.02230  0.116
H: -18.67082 -3.28773 22.94519  0.126
H: -17.81299 -4.26130 16.98789  0.120
H: -17.65190 -10.98447 22.31550  0.092
H: -19.42396 -11.00906 16.76447  0.101
H: -9.53228 -7.93701 23.47417  0.134
H: -17.47366 -13.44616 18.78811  0.109
H: -19.06969 -4.49935 15.07360  0.119
H: -20.73716 -7.63083 20.36402  0.086
H: -12.12241 -6.62538 23.57201  0.108
H: -13.96138 -7.25875 24.69235  0.081
H: -13.77848 -6.11465 18.81112  0.154
H: -14.21563 -7.83415 26.44378  0.097
H: -8.66088 -5.83986 16.46679  0.130
H: -13.92740 -9.77911 14.81729  0.119